No. 1
DFT (ωB97M-V with the def2-TZVPD basis set) results for an isolated ion of composition C4H8N3O2 and charge +1 at a distorted geometry.

The geometry in XYZ format:
```
17
Properties=species:S:1:pos:R:3
C 1.289 -0.659 -0.266
C 2.715 -0.629 0.149
C -2.007 -0.719 0.768
C -1.698 -0.003 -0.538
N 1.829 1.436 -0.029
N 0.875 0.564 -0.286
N -0.766 1.037 -0.358
O 3.508 -1.478 0.330
O 2.956 0.742 0.322
H 0.718 -1.533 -0.512
H -2.024 0.007 1.578
H -2.989 -1.178 0.705
H -1.284 -1.493 1.004
H -1.489 -0.688 -1.370
H -2.588 0.575 -0.840
H 1.676 2.313 0.468
H -0.721 1.706 -1.126
```

LUMO level = -5.37 eV
HOMO energy = -14.90 eV
ΔE to the lowest compared entry with this formula, charge and spin = 597.96 kJ/mol
Net charge = +1
Electronic energy = -12831.0737 eV
Structure (SMILES) = CCN[n+]1cc(=O)o[nH]1
HOMO-LUMO gap = 9.54 eV

***

No. 2
DFT (ωB97M-V with the def2-TZVPD basis set) results for a 2-piece molecular cluster, C4H8N3S overall at a distorted geometry.

The geometry in XYZ format:
```
16
Properties=species:S:1:pos:R:3
C -2.362 0.528 0.392
C -1.055 0.949 0.233
C -1.045 -1.191 0.072
C 1.662 0.476 0.155
N -2.295 -0.873 0.396
N -0.268 -0.135 0.062
N 2.053 0.633 -1.129
S 2.474 -0.668 1.208
H -3.316 1.063 0.298
H -0.579 1.914 0.476
H -0.704 -2.214 -0.016
H 1.166 1.314 0.741
H 1.570 1.250 -1.822
H -3.109 -1.545 0.177
H 2.905 0.163 -1.521
H 2.903 -1.664 0.279
```

LUMO level = -3.34 eV
HOMO energy = -13.22 eV
ΔE to the lowest compared entry with this formula, charge and spin = 163.94 kJ/mol
Net charge = +1
Electronic energy = -19575.5555 eV
HOMO-LUMO gap = 9.88 eV